Entry one
The following is a DFT calculation (ωB97M-V with the def2-TZVPD basis set) of the molecule C4H4N2O.

Summary:
HOMO (alpha / beta) = -8.76 / -8.77 eV
orbital gap (alpha / beta) = 8.14 / 8.15 eV

Each line ends with the Mulliken charge.
Positions of all 11 atoms, in Å:
1 N -0.915 1.938 1.362  -0.4339
2 C -0.027 1.338 0.800  0.4025
3 C 0.973 0.836 0.075  -0.5221
4 C 0.979 -0.419 -0.640  -0.1376
5 C 0.041 -1.393 -0.618  -0.2219
6 N -1.106 -1.179 0.165  0.0266
7 O -1.996 -1.993 0.021  -0.4270
8 H -1.121 1.758 2.342  0.2990
9 H 1.874 1.437 0.044  0.3342
10 H 1.861 -0.576 -1.262  0.2941
11 H 0.118 -2.294 -1.221  0.3862

Entry two
The following is a DFT calculation (ωB97M-V with the def2-TZVPD basis set) of a cluster of 2 separate species, C4H4N2O in total.

Summary:
HOMO = -10.01 eV
orbital gap = 9.34 eV

Each line ends with the Mulliken charge.
Positions of all 11 atoms, in Å:
1 O -0.866 -1.083 1.946  -0.5125
2 C -0.509 -0.451 0.992  0.6491
3 C 0.546 -0.618 0.026  0.0878
4 C 0.957 0.000 -0.968  -0.3352
5 N 0.290 1.137 -1.303  -0.1297
6 C -0.770 1.443 -0.468  0.0586
7 N -1.144 0.760 0.549  -0.4489
8 H 1.508 -2.639 1.088  0.0890
9 H 0.783 -2.633 0.944  -0.0434
10 H 0.519 1.734 -2.081  0.2063
11 H -1.313 2.350 -0.726  0.3788

Verdict on stability: entry two comes out at the bottom.

Entry one
The following is a DFT calculation (ωB97M-V with the def2-TZVPD basis set) of the molecule C4H4N2O.

Summary:
HOMO = -9.50 eV
orbital gap = 9.86 eV

Each line ends with the Mulliken charge.
Positions of all 11 atoms, in Å:
1 O -1.591 -1.669 0.861  -0.5856
2 C -0.794 -0.834 0.489  0.3343
3 C 0.524 -0.551 1.030  -0.3584
4 C 1.360 0.289 0.383  -0.0566
5 N 1.088 0.855 -0.849  -0.5529
6 C -0.131 0.730 -1.251  -0.0241
7 N -1.093 0.049 -0.577  -0.0910
8 H 0.786 -1.044 1.956  0.3727
9 H 2.317 0.556 0.830  0.3735
10 H -2.012 0.453 -0.676  0.2492
11 H -0.455 1.167 -2.196  0.3389

Entry two
The following is a DFT calculation (ωB97M-V with the def2-TZVPD basis set) of a structure of composition C4H4N2O.

Summary:
HOMO = -9.65 eV
orbital gap = 8.99 eV

Each line ends with the Mulliken charge.
Positions of all 11 atoms, in Å:
1 C 1.957 -1.022 1.038  -0.8959
2 C 0.900 -0.503 0.455  0.6079
3 C -0.813 0.733 -0.463  0.4581
4 C -0.371 -1.281 0.116  -0.0688
5 H 1.822 -1.914 1.560  0.2784
6 H 2.782 -0.387 1.133  0.3035
7 H 0.930 1.808 0.397  0.3591
8 H -0.449 -2.295 0.579  0.3211
9 N 0.611 0.699 -0.259  -0.3943
10 N -1.239 -0.497 -0.355  -0.4987
11 O -1.341 1.727 -0.781  -0.4704

Verdict on stability: entry two comes out at the bottom.

Entry one
The following is a DFT calculation (ωB97M-V with the def2-TZVPD basis set) of the molecule C4H4N2O.

Summary:
HOMO (alpha / beta) = -8.77 / -8.77 eV
orbital gap (alpha / beta) = 8.01 / 8.00 eV

Each line ends with the Mulliken charge.
Positions of all 11 atoms, in Å:
1 N 2.803 -0.796 0.548  -0.4529
2 C 1.722 -0.558 0.039  0.3537
3 C 0.557 -0.142 -0.437  -0.4738
4 C -0.632 -0.250 0.380  0.0741
5 C -1.774 0.471 0.287  -0.4478
6 N -2.039 1.563 -0.577  -0.0749
7 O -1.212 1.756 -1.453  -0.3491
8 H 3.213 -1.718 0.430  0.2960
9 H 0.533 0.349 -1.400  0.4361
10 H -0.589 -0.975 1.193  0.2783
11 H -2.582 0.299 0.988  0.3604

Entry two
The following is a DFT calculation (ωB97M-V with the def2-TZVPD basis set) of the molecule C4H4N2O.

Summary:
HOMO = -9.60 eV
orbital gap = 9.53 eV

Each line ends with the Mulliken charge.
Positions of all 11 atoms, in Å:
1 C 1.113 0.514 -1.096  0.0376
2 C -1.107 0.057 -0.718  -0.1079
3 C -1.058 -0.416 0.568  -0.3230
4 C 0.235 -0.427 1.333  0.0406
5 H 2.048 0.421 -1.643  0.3936
6 H -1.953 0.050 -1.444  0.3603
7 H -2.029 -0.608 1.121  0.3042
8 H 0.301 -1.098 2.250  0.3434
9 N 0.014 0.075 -1.565  -0.3843
10 N 1.330 0.260 1.141  -0.4311
11 O 1.106 1.171 0.054  -0.2333

Entry three
The following is a DFT calculation (ωB97M-V with the def2-TZVPD basis set) of the molecule C4H4N2O.

Summary:
HOMO = -10.12 eV
orbital gap = 9.56 eV

Each line ends with the Mulliken charge.
Positions of all 11 atoms, in Å:
1 O 1.647 2.155 -0.586  -0.4592
2 C 1.539 0.988 -0.298  -0.0043
3 C 0.173 0.352 -0.139  0.3791
4 C -0.048 -1.078 0.212  -0.2283
5 N -1.184 -1.740 -0.581  -0.4519
6 C -1.436 -1.296 0.557  0.0246
7 N -0.901 1.026 -0.256  -0.5741
8 H 2.432 0.356 -0.121  0.3159
9 H 0.750 -1.738 0.548  0.3838
10 H -2.241 -1.007 1.219  0.3365
11 H -0.732 1.982 -0.554  0.2779

Entry four
The following is a DFT calculation (ωB97M-V with the def2-TZVPD basis set) of the molecule C4H4N2O.

Summary:
HOMO (alpha / beta) = -8.52 / -8.52 eV
orbital gap (alpha / beta) = 7.83 / 7.83 eV

Each line ends with the Mulliken charge.
Positions of all 11 atoms, in Å:
1 O 2.514 1.301 0.585  -0.4666
2 C 1.896 0.281 0.401  0.0327
3 C 0.416 0.298 0.096  0.8094
4 C -0.229 -0.983 -0.151  -0.7417
5 N -1.481 -0.933 -0.463  0.0378
6 C -2.537 -0.525 -0.873  -0.1791
7 N -0.240 1.395 0.054  -0.6504
8 H 2.390 -0.710 0.449  0.3048
9 H 0.272 -1.942 -0.081  0.3161
10 H -3.413 -0.346 -0.253  0.2483
11 H 0.410 2.165 0.235  0.2888

Verdict on stability: entry one comes out at the bottom.